Record 1
Density functional theory data (the ωB97M-V functional and the def2-TZVPD basis) for a molecular structure, C27H45Cl2InN4O3S2SeSi2.

For the HOMO-LUMO gap, the calculation gives 0.258 hartree. As for the calculated total energy: -173826.783 eV. For the LUMO energy, the calculation gives -0.445 eV.

Structure (ORCA input):
```
! RIJCOSX wB97M-V def2-TZVPD def2/J DEFGRID3
* xyz 0 1
In 0.719 -0.229 -0.851
Cl 1.085 7.231 -2.024
C 0.825 5.587 -1.523
C -0.358 5.253 -0.854
C -0.574 3.968 -0.433
Cl -2.095 3.612 0.330
C 0.383 2.923 -0.622
O 0.204 1.751 -0.116
C 1.524 3.291 -1.387
C 2.459 2.321 -1.882
O 2.407 1.097 -1.781
C 1.739 4.618 -1.800
H -1.112 6.010 -0.681
H 3.303 2.746 -2.446
H 2.636 4.859 -2.362
N -3.235 -1.298 -1.106
C -4.260 -1.642 -0.115
C -4.477 -0.447 0.825
C -3.278 -0.178 1.746
N -2.098 0.279 0.948
C -2.914 -1.444 2.529
C -2.654 -2.669 1.636
N -1.370 -2.499 0.920
C -3.846 -2.875 0.694
H -3.574 -0.606 -1.765
H -2.946 -2.108 -1.641
H -2.054 -0.346 0.125
H -5.215 -1.869 -0.601
H -5.343 -0.654 1.458
H -4.705 0.448 0.235
H -3.514 0.622 2.445
H -1.200 0.207 1.485
H -2.159 1.253 0.649
H -3.744 -1.678 3.199
H -2.036 -1.244 3.148
H -2.609 -3.547 2.287
H -1.115 -3.357 0.441
H -0.649 -2.326 1.615
H -4.697 -3.165 1.316
H -3.647 -3.710 0.011
C 2.480 0.116 4.656
O 1.468 1.106 4.443
C 0.561 0.967 3.463
S -0.594 2.149 3.355
S 0.689 -0.398 2.411
H 3.044 0.464 5.517
H 3.133 0.026 3.789
H 2.035 -0.856 4.863
C 4.239 -2.402 1.611
Si 3.743 -1.240 0.225
C 3.823 0.526 0.861
C 5.008 -1.343 -1.150
C 2.039 -1.863 -0.311
Si 1.811 -3.304 -1.486
C 2.906 -3.181 -2.998
C 2.163 -4.869 -0.516
C 0.029 -3.443 -2.104
H 5.179 -2.081 2.075
H 4.381 -3.424 1.241
H 3.465 -2.426 2.387
H 4.556 0.596 1.669
H 2.866 0.886 1.246
H 4.137 1.197 0.060
H 5.925 -0.847 -0.818
H 4.656 -0.830 -2.049
H 5.262 -2.373 -1.412
H 1.535 -2.137 0.627
H 3.920 -3.535 -2.799
H 2.977 -2.146 -3.348
H 2.494 -3.784 -3.813
H 3.198 -4.898 -0.163
H 1.988 -5.764 -1.122
H 1.513 -4.924 0.364
H -0.441 -2.465 -2.258
H -0.600 -4.009 -1.407
H 0.004 -3.972 -3.061
Se -0.912 0.747 -2.669
C -1.424 -0.473 -4.044
C -2.735 -0.451 -4.506
C -3.096 -1.304 -5.540
N -2.258 -2.165 -6.120
C -1.002 -2.174 -5.672
C -0.537 -1.353 -4.655
H -3.460 0.231 -4.078
H -4.113 -1.302 -5.920
H -0.329 -2.874 -6.159
H 0.501 -1.391 -4.351
*
```

Atom charges from the Mulliken analysis, given in e for atoms 1 to 6:
1. In 0.448
2. Cl -0.235
3. C 0.074
4. C -0.566
5. C 0.578
6. Cl -0.257

Record 2
Density functional theory data (the ωB97M-V functional and the def2-TZVPD basis) for C26H33N5O3S in the gas phase.

For the HOMO-LUMO gap, the calculation gives 0.282 hartree. As for the calculated total energy: -51925.725 eV. For the LUMO energy, the calculation gives 0.598 eV.

Structure (ORCA input):
```
! RIJCOSX wB97M-V def2-TZVPD def2/J DEFGRID3
* xyz 0 1
C 0.996 -2.926 4.249
H 1.045 -3.589 5.108
H 1.056 -3.522 3.340
C 2.151 -1.929 4.302
N 2.212 -1.152 3.090
C 2.910 -1.456 1.956
N 2.650 -0.598 1.011
N 1.761 0.281 1.496
C 1.499 -0.042 2.731
C 0.591 0.703 3.653
O -0.009 1.810 3.048
C -0.903 1.612 2.021
C -1.433 0.375 1.682
C -2.362 0.280 0.659
C -2.765 1.407 -0.026
C -2.249 2.652 0.310
C -1.311 2.763 1.334
C -0.744 4.099 1.707
H -0.271 4.565 0.844
H -1.533 4.765 2.056
H -0.006 3.987 2.494
C -2.715 3.876 -0.417
H -3.209 4.563 0.271
H -1.872 4.403 -0.862
H -3.415 3.606 -1.203
H -3.483 1.324 -0.828
H -2.781 -0.684 0.409
H -1.136 -0.521 2.205
H -0.158 0.020 4.084
H 1.183 1.119 4.479
S 3.939 -2.855 1.799
C 3.294 -3.451 0.193
H 3.796 -2.926 -0.612
C 1.782 -3.298 0.226
O 1.134 -3.892 1.074
N 1.194 -2.503 -0.681
C 1.830 -1.636 -1.653
H 1.942 -2.165 -2.608
C 0.994 -0.373 -1.850
N -0.304 -0.709 -2.391
C -1.130 0.279 -2.889
C -2.323 -0.049 -3.547
C -3.132 0.926 -4.085
C -2.776 2.271 -4.016
C -1.588 2.608 -3.386
C -0.788 1.630 -2.820
H 0.108 1.942 -2.309
H -1.268 3.636 -3.316
O -3.651 3.159 -4.592
C -3.310 4.520 -4.586
H -2.367 4.703 -5.115
H -4.118 5.030 -5.108
H -3.234 4.916 -3.567
H -4.052 0.662 -4.584
H -2.617 -1.081 -3.658
C -0.833 -1.980 -1.949
H -1.918 -1.914 -1.845
C -0.250 -2.361 -0.596
H -0.662 -3.311 -0.248
H -0.496 -1.586 0.138
H -0.605 -2.768 -2.682
H 0.930 0.158 -0.889
H 1.517 0.268 -2.565
H 2.806 -1.318 -1.289
H 3.546 -4.511 0.170
H 3.100 -2.464 4.394
H 2.045 -1.246 5.149
H 0.037 -2.413 4.261
*
```

Atom charges from the Mulliken analysis, given in e for atoms 1 to 6:
1. C -0.747
2. H 0.409
3. H 0.148
4. C -0.802
5. N 0.083
6. C 0.280

Record 3
Density functional theory data (the ωB97M-V functional and the def2-TZVPD basis) for a molecular structure, C37H51ClF20N4S.

For the HOMO-LUMO gap, the calculation gives 0.257 hartree. As for the calculated total energy: -122864.744 eV. For the LUMO energy, the calculation gives -1.121 eV.

Structure (ORCA input):
```
! RIJCOSX wB97M-V def2-TZVPD def2/J DEFGRID3
* xyz 0 1
C 3.993 -3.837 0.274
C 3.370 -2.659 -0.502
C 4.457 -1.723 -1.033
C 3.994 -0.496 -1.876
C 2.507 -0.413 -2.223
C 1.560 0.047 -1.111
C 2.131 1.160 -0.244
C 1.082 1.814 0.659
C 0.015 2.647 -0.034
C -1.375 2.242 0.178
C -1.722 1.100 1.107
C -1.689 -0.260 0.412
C -2.146 -1.404 1.327
F -1.102 -2.277 1.459
F -2.464 -1.008 2.570
C -3.290 -2.279 0.757
F -3.334 -3.426 1.463
F -2.971 -2.596 -0.506
C -4.699 -1.618 0.861
F -5.297 -2.034 1.977
F -4.522 -0.283 0.968
C -5.640 -1.797 -0.359
F -5.026 -1.280 -1.431
F -6.734 -1.052 -0.116
C -6.138 -3.239 -0.614
F -5.132 -4.116 -0.570
F -6.975 -3.522 0.409
C -6.972 -3.457 -1.904
F -7.375 -4.738 -1.855
F -8.051 -2.673 -1.871
C -6.286 -3.251 -3.290
F -6.232 -1.955 -3.599
F -7.090 -3.858 -4.185
C -4.882 -3.879 -3.488
F -3.956 -3.209 -2.831
F -4.886 -5.139 -3.094
F -4.594 -3.834 -4.788
C -2.396 2.929 -0.465
Cl -4.066 2.511 -0.302
C -2.118 4.032 -1.324
N -2.993 4.751 -2.013
S -2.129 5.856 -2.810
N -0.664 5.480 -2.319
C -0.755 4.442 -1.487
C 0.313 3.755 -0.814
C 1.706 4.316 -1.006
F 2.311 3.785 -2.079
F 2.504 4.122 0.049
F 1.681 5.640 -1.197
H 5.071 -3.872 0.139
H 3.808 -3.728 1.339
H 3.552 -4.780 -0.031
H 2.751 -2.103 0.195
H 2.790 -3.045 -1.333
H 5.138 -2.320 -1.637
H 5.040 -1.390 -0.174
H 4.372 0.405 -1.402
H 4.514 -0.567 -2.829
H 2.188 -1.361 -2.645
H 2.416 0.310 -3.034
H 0.663 0.442 -1.602
H 1.206 -0.785 -0.508
H 2.888 0.728 0.413
H 2.661 1.852 -0.881
H 0.651 1.017 1.243
H 1.595 2.459 1.370
H -1.032 1.080 1.941
H -2.689 1.288 1.551
H -2.285 -0.245 -0.496
H -0.668 -0.486 0.134
C -4.075 3.387 4.387
C -5.523 3.523 4.835
N -6.350 4.216 3.867
C -7.640 4.627 4.389
C -8.627 3.537 4.823
C -6.349 3.646 2.531
C -6.767 2.178 2.377
H -3.661 4.358 4.112
H -3.473 2.977 5.200
H -3.971 2.713 3.534
H -5.541 4.102 5.762
H -5.912 2.523 5.086
H -8.123 5.270 3.647
H -7.450 5.276 5.251
H -9.064 3.018 3.970
H -9.451 3.989 5.378
H -8.160 2.798 5.475
H -5.342 3.756 2.120
H -6.977 4.266 1.887
H -6.279 1.530 3.108
H -6.480 1.819 1.386
H -7.844 2.045 2.465
C 8.444 0.140 -1.942
C 9.502 -0.677 -1.216
N 9.102 -2.055 -1.006
C 9.943 -2.767 -0.060
C 11.415 -2.990 -0.425
C 8.722 -2.789 -2.200
C 9.742 -2.889 -3.341
H 7.478 0.057 -1.440
H 8.731 1.192 -1.959
H 8.319 -0.180 -2.977
H 9.670 -0.226 -0.235
H 10.454 -0.590 -1.763
H 9.478 -3.733 0.155
H 9.907 -2.214 0.885
H 11.534 -3.746 -1.200
H 11.960 -3.343 0.453
H 11.897 -2.072 -0.761
H 7.811 -2.333 -2.599
H 8.420 -3.795 -1.898
H 10.190 -1.922 -3.576
H 9.244 -3.244 -4.245
H 10.543 -3.592 -3.119
*
```

Atom charges from the Mulliken analysis, given in e for atoms 1 to 6:
1. C -1.310
2. C 0.093
3. C -0.628
4. C -0.590
5. C -1.687
6. C 0.164

Record 4
Density functional theory data (the ωB97M-V functional and the def2-TZVPD basis) for a molecular structure, C7H19CdClNO3.

For the HOMO-LUMO gap, the calculation gives 0.116 hartree. As for the calculated total energy: -32277.164 eV. For the LUMO energy, the calculation gives -7.295 eV.

Structure (ORCA input):
```
! RIJCOSX wB97M-V def2-TZVPD def2/J DEFGRID3
* xyz 1 1
Cd -2.478 -0.112 -4.825
Cl -0.792 -0.628 -3.311
C -1.942 -1.518 2.824
O -0.678 -1.259 2.295
C 0.198 -0.759 3.272
C 1.604 -0.573 2.738
N 1.609 -0.033 1.378
C 2.962 0.295 0.958
C 3.003 0.805 -0.456
O 2.439 -0.138 -1.339
C 2.725 0.151 -2.682
H -2.582 -1.898 2.028
H -2.408 -0.610 3.238
H -1.908 -2.270 3.623
H 0.234 -1.425 4.147
H -0.165 0.207 3.668
H 2.154 -1.514 2.740
H 2.096 0.123 3.437
H 1.071 0.830 1.399
H 3.582 -0.597 1.057
H 3.404 1.089 1.588
H 4.042 1.029 -0.738
H 2.452 1.760 -0.523
H 2.356 1.154 -2.950
H 2.187 -0.582 -3.280
H 3.797 0.106 -2.898
C -5.153 1.254 -2.999
O -3.902 0.535 -3.180
H -5.014 2.050 -2.271
H -5.421 1.695 -3.952
H -5.930 0.575 -2.659
H -3.541 0.258 -2.328
*
```

Atom charges from the Mulliken analysis, given in e for atoms 1 to 6:
1. Cd 1.036
2. Cl -0.260
3. C -0.749
4. O -0.242
5. C -0.614
6. C -0.698

Number 1: F_max 0.02016 hartree/bohr. Number 2: F_max 0.02199 hartree/bohr. Number 3: F_max 0.02094 hartree/bohr. Number 4: F_max 0.02223 hartree/bohr.